[1]
Computed, not measured: the ion C4H10N with charge +1 at a distorted geometry, with the ωB97M-V functional and the def2-TZVPD basis.

Element x y z (Å)
C (-0.36853, 1.96907, 1.19991)
C (0.10210, 0.50886, 1.32106)
C (0.43812, -0.01894, -0.03403)
C (-0.06443, -1.16096, -0.47055)
N (0.13355, -1.64487, -1.86152)
H (-1.39156, 1.90978, 0.87067)
H (0.32694, 2.47047, 0.49084)
H (-0.33915, 2.63353, 2.06655)
H (-0.65233, -0.18551, 1.71982)
H (0.95262, 0.33843, 1.96800)
H (1.21325, 0.50544, -0.58486)
H (-0.61762, -1.90140, 0.09938)
H (-0.01987, -0.99310, -2.65668)
H (0.97014, -2.19941, -2.06425)
H (-0.68323, -2.23140, -2.06434)

The calculation puts the orbital gap at 10.98 eV. The SMILES is CC/C=C/[NH3+]. As for the net charge: +1. The energy relative to the best compared isomer or geometry (same formula, charge and spin) is 136.64 kJ/mol.


[2]
Computed, not measured: a cluster of 2 separate species, C8H12NO3PS in total at a distorted geometry, with the ωB97M-V functional and the def2-TZVPD basis.

Element x y z (Å)
C (-0.47798, 1.41563, 2.09194)
C (-0.60306, -0.79050, 3.05626)
C (-0.65028, 0.38952, 1.19508)
C (-1.55262, -1.71110, -0.79890)
C (2.23070, 1.14612, 0.26435)
C (-1.44041, -0.23374, -1.16066)
C (1.45027, 0.53426, -0.84641)
C (-0.73436, 0.67037, -0.20129)
N (-0.71861, -0.85431, 1.78719)
O (-1.18564, 2.56849, -2.10695)
O (-2.48946, 2.61880, 0.10677)
O (-0.03263, 3.34815, 0.03723)
P (-1.13919, 2.50544, -0.59286)
S (-0.38379, 0.82391, 3.70726)
H (-0.41424, 2.45523, 1.84132)
H (-0.62235, -1.63713, 3.72236)
H (-2.05712, -2.26283, -1.59794)
H (-0.56466, -2.14266, -0.64366)
H (-2.11731, -1.83375, 0.12152)
H (1.81039, 2.13418, 0.45886)
H (3.29740, 1.25900, 0.01323)
H (2.16511, 0.55080, 1.17996)
H (-0.95842, -0.12001, -2.13528)
H (-2.44116, 0.20074, -1.26822)
H (1.32345, 1.13558, -1.72773)
H (1.56674, -0.53112, -1.01381)

The calculation puts the orbital gap at 4.59 eV. As for the net charge: -2. The energy relative to the best compared isomer or geometry (same formula, charge and spin) is 209.32 kJ/mol.


[3]
Computed, not measured: a structure of composition C37H33ClIrN3O8S3 at a distorted geometry, with the ωB97M-V functional and the def2-TZVPD basis.

Element x y z (Å)
Ir (-0.29281, 0.91152, -0.23759)
C (-3.81500, 1.76193, -0.91572)
O (-4.03549, 2.71010, 0.12571)
C (-3.54604, 2.48769, 1.37314)
C (-4.01828, 3.39156, 2.33099)
C (-3.72515, 3.21018, 3.70840)
C (-2.92358, 2.20594, 4.14150)
C (-2.22943, 1.31916, 3.13754)
C (0.05440, 0.37373, 3.98302)
N (-0.02804, -0.65374, 2.93915)
N (0.89863, -1.60434, 3.09635)
C (1.24394, -2.42426, 1.91117)
O (0.80180, -2.50611, -0.47156)
C (2.41453, -3.28346, 2.38359)
C (3.24149, -2.83805, 3.40697)
C (4.38366, -3.54101, 3.73746)
C (4.71246, -4.71787, 3.06571)
C (3.87630, -5.17459, 2.04503)
C (2.73370, -4.46645, 1.71913)
C (-2.63614, 1.47571, 1.71257)
O (-2.06452, 0.57186, 0.88415)
H (-4.41372, 2.12260, -1.75409)
H (-4.14678, 0.76287, -0.62954)
H (-2.77768, 1.70557, -1.22601)
H (-4.68596, 4.16709, 1.98079)
H (-4.18669, 3.88919, 4.41995)
H (-2.70848, 2.07602, 5.20107)
H (0.91571, 0.42597, 4.63901)
H (2.96812, -1.94067, 3.95546)
H (4.99817, -3.18851, 4.55648)
H (5.60770, -5.26295, 3.32863)
H (4.11626, -6.08505, 1.51076)
H (2.08236, -4.79457, 0.90313)
C (1.61487, -1.90458, 0.46993)
N (1.70706, -0.43158, 0.24026)
C (2.46588, -0.26743, -1.02876)
C (2.48136, 0.24148, 1.33260)
C (1.62160, 1.16573, 2.11470)
C (1.97084, 2.41775, 2.46379)
C (1.04698, 3.24341, 3.22869)
C (-0.18111, 2.83688, 3.59661)
C (-0.70870, 1.45513, 3.33724)
C (0.32551, 0.71079, 2.53739)
H (2.63607, -2.25210, 0.29349)
H (0.21337, -1.83660, -0.94205)
H (0.38518, -3.05718, 1.70560)
H (3.46017, -0.69876, -0.94664)
H (2.55633, 0.79767, -1.22464)
H (1.92532, -0.74314, -1.83756)
H (3.30575, 0.79433, 0.89670)
H (2.91192, -0.50128, 1.99536)
H (2.89513, 2.83330, 2.08769)
H (1.29674, 4.28971, 3.38842)
H (-0.85397, 3.54224, 4.07007)
H (-2.43832, 0.26108, 3.35133)
O (-0.71931, -0.74327, -1.64174)
C (-0.75689, -0.62006, -3.05428)
C (-0.78242, 0.83525, -3.44563)
C (-1.73617, 1.53660, -4.10633)
C (-1.42871, 2.93090, -4.19714)
C (-0.26281, 3.26538, -3.59110)
S (0.49005, 1.86741, -2.92646)
C (-2.01487, -1.26910, -3.60791)
C (-3.15649, -1.49554, -2.90745)
C (-4.17959, -2.05388, -3.73032)
C (-3.77634, -2.22453, -5.02394)
S (-2.15760, -1.73445, -5.25599)
C (0.43918, -1.32513, -3.69102)
C (0.78002, -2.63178, -3.48372)
C (1.92650, -3.01254, -4.22610)
C (2.41534, -2.00361, -5.00296)
S (1.48584, -0.60183, -4.81081)
H (-2.64036, 1.05880, -4.46808)
H (-2.05120, 3.66704, -4.68444)
H (0.17580, 4.24215, -3.47448)
H (-3.23204, -1.26683, -1.85228)
H (-5.17657, -2.31995, -3.39691)
H (-4.34692, -2.65064, -5.83641)
H (0.20749, -3.26775, -2.81489)
H (2.38063, -3.98815, -4.19028)
H (3.28485, -2.01538, -5.64122)
O (0.48859, 4.88639, -1.32316)
Cl (0.27688, 4.00475, -0.20064)
O (0.34014, 4.73239, 1.03958)
O (-1.03756, 3.30719, -0.31921)
O (1.31116, 2.90630, -0.22723)

The calculation puts the orbital gap (spin up / spin down) at 5.45 / 6.63 eV. The expectation value of S² is 8.79. As for the net charge: -1. The energy relative to the best compared isomer or geometry (same formula, charge and spin) is 359.91 kJ/mol. As for the multiplicity: 6.


[4]
Computed, not measured: a structure of composition C13H9Br12I2NO2 at a distorted geometry, with the ωB97M-V functional and the def2-TZVPD basis.

Element x y z (Å)
C (0.90704, -0.67617, 0.60135)
C (-0.03405, 0.43190, 0.21038)
C (0.38362, 1.65280, -0.31884)
I (2.46241, 1.97057, -0.58990)
C (-0.50640, 2.63193, -0.64282)
C (-1.86622, 2.47970, -0.48555)
C (-2.29002, 1.29828, 0.02314)
C (-1.38388, 0.29889, 0.37877)
C (-2.21994, -0.84803, 0.96108)
O (-1.90841, -1.72595, 1.71708)
N (-3.57413, -0.62020, 0.46015)
I (-3.45497, -1.35741, -1.50115)
C (-3.70730, 0.82291, 0.31456)
O (-4.73058, 1.44132, 0.39473)
H (0.35976, -1.49212, 1.06859)
H (1.67219, -0.25802, 1.27678)
H (1.44169, -1.06403, -0.27275)
H (-0.14771, 3.57115, -1.05023)
H (-2.56831, 3.26590, -0.73163)
C (2.80112, 1.02640, 4.70894)
Br (1.52329, 0.80159, 3.28070)
Br (3.67141, -0.63610, 5.14321)
Br (4.07850, 2.41541, 4.31918)
H (2.25165, 1.33707, 5.58644)
C (1.29269, -4.94209, -1.01172)
Br (1.60365, -5.56099, 0.78605)
Br (-0.28241, -3.83840, -1.11923)
Br (2.83900, -4.04551, -1.73631)
H (1.11421, -5.81461, -1.62398)
C (4.99887, 5.90073, 0.01542)
Br (3.72081, 7.30999, -0.28957)
Br (4.67471, 4.99363, 1.68277)
Br (5.05709, 4.66392, -1.46095)
H (5.97342, 6.36285, 0.08388)
C (-4.88420, -4.32027, -3.93005)
Br (-6.30535, -4.52189, -5.21247)
Br (-4.04020, -6.00124, -3.52074)
Br (-3.59528, -3.00085, -4.50131)
H (-5.32776, -3.95308, -3.01396)

The calculation puts the orbital gap at 8.21 eV.


[5]
Computed, not measured: the molecule C21H31N3O6S at a distorted geometry, with the ωB97M-V functional and the def2-TZVPD basis.

Element x y z (Å)
C (3.37687, 3.36728, -2.72898)
C (2.00600, 4.01337, -2.60636)
O (1.16335, 3.13533, -1.89020)
C (-0.17906, 3.54085, -1.79240)
C (-0.40508, 4.62560, -0.73075)
H (0.18793, 5.50737, -0.97630)
H (-1.45720, 4.91672, -0.73909)
C (-0.00443, 4.13359, 0.65948)
N (-0.97726, 3.20997, 1.19891)
C (-0.65999, 1.99627, 1.68638)
O (0.45724, 1.53280, 1.70837)
C (-1.87718, 1.23825, 2.24226)
N (-1.48582, -0.07611, 2.69479)
C (-1.29823, -0.26563, 4.03011)
O (-1.57888, 0.57079, 4.86019)
C (-0.67205, -1.60117, 4.39868)
H (-0.97076, -1.87188, 5.41324)
O (-1.03922, -2.67920, 3.56558)
C (-1.03883, -2.40050, 2.23381)
C (-0.91338, -3.45422, 1.33782)
C (-0.91939, -3.21205, -0.02525)
C (-1.02805, -1.91141, -0.47449)
C (-1.18587, -0.85499, 0.39992)
C (-1.21354, -1.08653, 1.76861)
H (-1.29609, 0.12966, -0.02047)
S (-0.98862, -1.54648, -2.23379)
O (-1.67244, -0.29830, -2.42894)
O (-1.46255, -2.71165, -2.92208)
N (0.58055, -1.32044, -2.69106)
C (1.46504, -2.45830, -2.63756)
C (2.25812, -2.52329, -1.32979)
H (2.97159, -3.34781, -1.38693)
H (1.58079, -2.71810, -0.49589)
C (2.99369, -1.20331, -1.07877)
C (3.75238, -1.24456, 0.24371)
H (4.46750, -2.06441, 0.25319)
H (3.05921, -1.37941, 1.07097)
H (4.29075, -0.31339, 0.40099)
C (1.97930, -0.05869, -1.09075)
C (1.20799, -0.05252, -2.40780)
H (1.89261, 0.16877, -3.23479)
H (0.42199, 0.69919, -2.40265)
H (1.29083, -0.17383, -0.25227)
H (2.47774, 0.90307, -0.97521)
H (3.71076, -1.04532, -1.89357)
H (2.15919, -2.38237, -3.48319)
H (0.84581, -3.34485, -2.77764)
H (-0.84549, -4.01454, -0.74039)
H (-0.81990, -4.45295, 1.73246)
H (0.42141, -1.46116, 4.37819)
H (-2.66890, 1.16046, 1.49289)
H (-2.25239, 1.76959, 3.12323)
H (-1.93349, 3.52654, 1.24171)
H (0.94353, 3.59393, 0.60143)
H (0.10579, 4.98429, 1.34212)
H (-0.54354, 3.89548, -2.76772)
H (-0.73624, 2.63901, -1.52323)
H (2.09734, 4.97934, -2.08769)
H (1.58180, 4.20240, -3.60505)
H (3.29245, 2.41786, -3.24941)
H (3.78856, 3.18540, -1.74020)
H (4.04748, 4.02087, -3.27979)

The calculation puts the orbital gap at 9.12 eV. The SMILES is CCOCCCNC(=O)CN1C(=O)COc2ccc(S(=O)(=O)N3CCC(C)CC3)cc21. The energy relative to the best compared isomer or geometry (same formula, charge and spin) is 66.31 kJ/mol.


[6]
Computed, not measured: the molecule Cl2O2S2 at a distorted geometry, with the ωB97M-V functional and the def2-TZVPD basis.

Element x y z (Å)
O (-0.82643, -0.48500, 1.43004)
O (0.23912, 1.29752, -0.04315)
S (-0.42290, -1.35831, 0.40981)
S (0.54032, 0.29968, -1.04725)
Cl (-0.60503, 0.89045, -2.81587)
Cl (1.69040, -1.80793, 0.56005)

The calculation puts the orbital gap at 8.32 eV. The SMILES is O=S(Cl)#S(=O)Cl. The energy relative to the best compared isomer or geometry (same formula, charge and spin) is 38.61 kJ/mol.